1.
DFT (ωB97M-V/def2-TZVPD) results for a molecular structure, C40H72AgBHgO44 at a distorted geometry.

Cartesian coordinates (Å):
1 Ag 0.985 -1.489 4.373
2 Hg 4.356 -2.137 -5.133
3 O -0.394 -1.570 -4.376
4 C 0.076 -1.449 -3.289
5 O -0.529 -1.272 -2.137
6 B 0.530 -1.117 -1.113
7 O 1.809 -1.514 -1.798
8 C 1.581 -1.574 -3.073
9 O 2.374 -1.752 -3.977
10 O 0.479 -1.991 0.050
11 C 0.256 -1.310 1.140
12 O 0.125 -1.763 2.252
13 C 0.511 0.171 0.776
14 O 0.618 0.221 -0.528
15 O 0.320 1.115 1.480
16 C -4.023 3.644 -7.686
17 O -2.955 2.721 -7.736
18 C -3.171 1.489 -7.276
19 O -4.165 1.096 -6.726
20 O -2.084 0.766 -7.500
21 C -1.934 -0.429 -6.755
22 H -5.033 3.316 -7.918
23 H -3.779 4.498 -8.320
24 H -4.072 4.162 -6.723
25 H -2.324 -1.293 -7.302
26 H -2.357 -0.505 -5.760
27 H -0.852 -0.568 -6.781
28 C -2.940 -1.462 0.627
29 O -2.893 -0.165 0.034
30 C -3.929 0.657 0.115
31 O -5.021 0.349 0.498
32 O -3.524 1.895 -0.182
33 C -4.407 2.936 0.229
34 H -3.929 -1.881 0.809
35 H -2.487 -1.400 1.616
36 H -2.386 -2.147 -0.009
37 H -4.690 2.899 1.281
38 H -5.314 2.974 -0.372
39 H -3.796 3.822 0.064
40 C -2.718 -2.220 4.159
41 O -3.795 -2.998 3.693
42 C -3.996 -4.268 4.069
43 O -4.973 -4.860 3.744
44 O -2.943 -4.755 4.727
45 C -3.040 -6.119 5.110
46 H -1.784 -2.670 3.813
47 H -2.697 -2.302 5.253
48 H -2.820 -1.159 3.962
49 H -3.800 -6.250 5.883
50 H -2.125 -6.447 5.601
51 H -3.242 -6.754 4.250
52 C 1.361 1.712 -7.905
53 O 2.025 0.732 -7.104
54 C 3.279 0.674 -6.804
55 O 3.732 -0.130 -5.994
56 O 3.957 1.544 -7.527
57 C 5.372 1.644 -7.313
58 H 1.939 1.977 -8.788
59 H 1.135 2.592 -7.304
60 H 0.422 1.251 -8.202
61 H 5.923 0.718 -7.463
62 H 5.532 1.966 -6.281
63 H 5.710 2.460 -7.942
64 C 1.818 2.228 3.915
65 O 2.110 3.041 5.034
66 C 2.795 4.171 4.860
67 O 3.281 4.577 3.841
68 O 2.834 4.785 6.033
69 C 3.439 6.083 6.087
70 H 2.507 2.280 3.073
71 H 0.849 2.556 3.531
72 H 1.674 1.197 4.236
73 H 4.503 5.848 6.036
74 H 3.274 6.589 7.036
75 H 3.072 6.770 5.327
76 C -0.260 5.222 5.379
77 O -0.579 4.416 4.251
78 C -0.387 5.030 3.060
79 O -0.227 6.198 2.888
80 O -0.352 4.071 2.160
81 C -0.382 4.396 0.774
82 H 0.741 5.638 5.494
83 H -0.442 4.746 6.342
84 H -0.969 6.053 5.362
85 H 0.406 5.128 0.568
86 H -1.295 4.931 0.516
87 H -0.128 3.503 0.219
88 C -0.245 1.469 7.328
89 O -1.356 1.718 6.477
90 C -1.321 1.275 5.262
91 O -0.554 0.413 4.814
92 O -2.375 1.699 4.595
93 C -2.377 1.519 3.170
94 H -0.030 0.438 7.613
95 H -0.489 1.934 8.283
96 H 0.670 1.933 6.961
97 H -1.533 2.056 2.745
98 H -3.354 1.877 2.865
99 H -2.197 0.488 2.867
100 C 0.883 -5.326 2.252
101 O 0.498 -5.872 3.514
102 C 0.809 -5.171 4.576
103 O 1.349 -4.080 4.566
104 O 0.488 -5.856 5.649
105 C 0.373 -5.177 6.907
106 H 0.655 -6.089 1.508
107 H 1.957 -5.155 2.262
108 H 0.249 -4.483 1.979
109 H 1.218 -4.491 6.958
110 H 0.318 -5.835 7.768
111 H -0.591 -4.664 6.860
112 C 1.408 1.997 -3.913
113 O 0.541 2.955 -3.315
114 C -0.755 2.914 -3.173
115 O -1.443 3.789 -2.762
116 O -1.243 1.717 -3.611
117 C -2.572 1.364 -3.318
118 H 1.425 1.133 -3.250
119 H 2.412 2.371 -4.096
120 H 0.966 1.754 -4.880
121 H -2.911 0.535 -3.939
122 H -3.272 2.185 -3.474
123 H -2.701 0.989 -2.300
124 C -6.841 -5.592 -0.987
125 O -5.969 -4.466 -1.026
126 C -5.164 -4.376 -2.088
127 O -5.202 -5.054 -3.061
128 O -4.437 -3.257 -1.879
129 C -3.544 -2.906 -2.928
130 H -7.014 -5.896 0.042
131 H -6.498 -6.451 -1.562
132 H -7.789 -5.271 -1.419
133 H -2.556 -3.349 -2.806
134 H -3.385 -1.839 -2.733
135 H -4.019 -2.927 -3.907
136 C 7.238 4.175 0.410
137 O 5.832 4.456 0.228
138 C 5.036 3.399 0.264
139 O 5.358 2.251 0.496
140 O 3.802 3.804 0.060
141 C 2.726 2.912 0.058
142 H 7.694 5.156 0.496
143 H 7.652 3.541 -0.368
144 H 7.330 3.667 1.369
145 H 1.823 3.433 -0.251
146 H 2.632 2.466 1.045
147 H 2.678 2.164 -0.744
148 C 6.573 -4.399 -0.849
149 O 6.132 -4.271 -2.202
150 C 4.837 -4.204 -2.453
151 O 4.444 -3.763 -3.533
152 O 4.109 -4.696 -1.509
153 C 2.697 -4.806 -1.704
154 H 6.287 -3.633 -0.129
155 H 7.656 -4.462 -0.903
156 H 6.232 -5.345 -0.424
157 H 2.170 -4.936 -0.764
158 H 2.524 -5.666 -2.351
159 H 2.289 -3.915 -2.170

Forces on atoms 1 to 6 (eV/Å):
-0.43 0.03 0.22
-1.22 0.53 1.24
-0.37 0.02 0.00
-0.45 -0.23 -1.21
0.89 0.19 0.75
0.14 0.31 0.71

Highest occupied orbital energy ... -13.557 eV
Total charge ... +2
Frontier orbital gap ... 3.99 eV
F_max ... 3.39 eV Å⁻¹

Löwdin population analysis, charges in e, atoms 1 to 2:
1. Ag 0.844
2. Hg 1.484

=====

2.
DFT (ωB97M-V/def2-TZVPD) results for a gas-phase ion, C5H14N2 (charge +1) at a distorted geometry.

Cartesian coordinates (Å):
1 C 1.489 1.275 -1.240
2 C 0.419 1.570 -0.092
3 C 0.221 0.152 0.423
4 C -1.286 0.021 0.452
5 C -1.708 -1.437 0.873
6 N -1.688 -2.447 -0.229
7 N 2.873 1.169 -0.648
8 H 1.271 0.414 -1.840
9 H 1.271 2.083 -1.958
10 H -0.502 2.030 -0.653
11 H 0.852 2.125 0.739
12 H 0.501 0.058 1.481
13 H 0.563 -0.624 -0.210
14 H -1.618 0.763 1.223
15 H -1.726 0.097 -0.554
16 H -1.117 -1.865 1.673
17 H -2.624 -1.467 1.324
18 H -0.718 -2.597 -0.552
19 H -2.402 -3.141 -0.009
20 H 3.043 0.225 -0.540
21 H 2.886 1.596 0.337

Forces on atoms 1 to 6 (eV/Å):
0.30 2.80 1.16
0.81 -1.40 -2.75
-2.87 0.83 1.58
0.00 -1.17 0.68
0.79 -0.41 -1.94
0.88 2.08 3.25

Expectation value of S² ... 0.7554
Highest occupied orbital energy (spin up / spin down) ... -12.469 / -12.079 eV
Total charge ... +1
Relative energy (zero: lowest compared OMol25 entry of this formula, charge and spin) ... 71.3 kcal/mol
Frontier orbital gap (spin up / spin down) ... 8.95 / 3.21 eV
Spin multiplicity ... 2
F_max ... 3.96 eV Å⁻¹

Löwdin population analysis, charges in e, atoms 1 to 2:
1. C -0.248
2. C -0.162

=====

3.
DFT (ωB97M-V/def2-TZVPD) results for a single CN2O4S molecule at a distorted geometry.

Cartesian coordinates (Å):
1 N -0.219 2.625 1.115
2 C -0.133 1.605 0.566
3 S -0.251 0.190 -0.532
4 O 0.641 0.356 -1.601
5 O -1.901 0.296 -0.750
6 N 0.512 -1.462 0.322
7 O 0.346 -1.610 1.482
8 O 1.005 -2.000 -0.602

Forces on atoms 1 to 6 (eV/Å):
0.27 -1.40 -0.62
0.05 0.30 0.37
-8.53 2.41 0.21
0.96 0.10 -1.08
7.38 -1.26 1.07
-0.93 1.50 -0.48

SMILES ... N#CS(=O)(=O)[N+](=O)[O-]
Highest occupied orbital energy (spin up / spin down) ... -11.628 / -11.628 eV
Relative energy (zero: lowest compared OMol25 entry of this formula, charge and spin) ... 83.4 kcal/mol
Frontier orbital gap (spin up / spin down) ... 9.61 / 9.61 eV
F_max ... 8.86 eV Å⁻¹

Löwdin population analysis, charges in e, atoms 1 to 2:
1. N 0.152
2. C -0.271

=====

4.
DFT (ωB97M-V/def2-TZVPD) results for a molecular structure, C15H31Br9O18S5 at a distorted geometry.

Cartesian coordinates (Å):
1 O 3.555 2.592 4.002
2 S 2.302 1.790 3.933
3 O 1.669 1.301 5.207
4 O 1.150 2.601 3.119
5 C 1.589 3.421 2.069
6 C 0.501 3.559 1.009
7 C 2.506 0.388 2.686
8 H 2.471 2.926 1.663
9 H 1.873 4.357 2.550
10 H -0.453 3.916 1.397
11 H 0.323 2.606 0.511
12 H 0.716 4.371 0.315
13 H 2.704 0.719 1.666
14 H 1.596 -0.200 2.566
15 H 3.287 -0.186 3.183
16 O 2.494 -1.599 -3.366
17 S 2.223 -2.961 -3.633
18 O 3.151 -3.818 -4.407
19 O 2.220 -3.717 -2.223
20 C 1.542 -3.178 -1.087
21 C 0.301 -3.973 -0.800
22 C 0.466 -3.315 -4.196
23 H 1.233 -2.133 -1.120
24 H 2.246 -3.262 -0.259
25 H 0.373 -5.016 -1.109
26 H -0.664 -3.666 -1.202
27 H 0.114 -3.856 0.267
28 H 0.414 -4.402 -4.150
29 H 0.467 -2.924 -5.214
30 H -0.266 -2.772 -3.597
31 C -3.525 1.171 -1.019
32 Br -2.784 -0.426 -0.117
33 Br -2.188 2.519 -1.454
34 Br -4.909 1.803 0.365
35 H -4.023 0.790 -1.911
36 C -0.485 -0.465 0.210
37 Br -0.544 -2.067 -0.958
38 Br 0.390 0.984 -0.669
39 Br 0.456 -0.783 1.869
40 H -1.493 -0.132 0.459
41 C -1.360 -0.181 -2.889
42 Br -3.149 -0.159 -3.897
43 Br -0.641 1.643 -2.637
44 Br -0.059 -1.280 -3.915
45 H -1.497 -0.667 -1.923
46 C -2.191 3.743 2.650
47 C -3.214 2.679 2.922
48 O -2.911 1.823 1.851
49 S -1.240 1.559 1.677
50 O -0.868 1.382 0.272
51 O -0.645 0.702 2.739
52 O -1.060 3.130 2.063
53 H -1.974 4.181 3.625
54 H -2.706 4.530 2.099
55 H -4.151 3.234 2.868
56 H -3.025 2.069 3.806
57 C -2.456 -2.811 1.221
58 C -1.803 -2.105 2.415
59 O -0.840 -3.010 2.861
60 S -0.212 -3.919 1.636
61 O -0.283 -5.345 1.951
62 O 1.008 -3.363 1.087
63 O -1.414 -3.474 0.587
64 H -2.769 -2.034 0.524
65 H -3.306 -3.421 1.530
66 H -2.493 -1.863 3.224
67 H -1.369 -1.148 2.126
68 C 2.004 0.605 -1.928
69 C 3.277 1.243 -2.487
70 O 2.814 2.302 -3.208
71 S 1.218 2.673 -3.074
72 O 0.544 3.261 -4.279
73 O 1.170 3.294 -1.783
74 O 1.000 1.061 -2.834
75 H 1.742 1.034 -0.962
76 H 2.070 -0.448 -1.653
77 H 3.792 0.451 -3.031
78 H 4.000 1.668 -1.791

Forces on atoms 1 to 6 (eV/Å):
-2.86 -1.61 -0.16
0.55 -0.54 1.15
1.59 1.26 -3.75
-0.01 -1.22 2.35
0.41 1.03 -1.15
5.21 3.86 -2.89

Highest occupied orbital energy ... -5.770 eV
Relative energy (zero: lowest compared OMol25 entry of this formula, charge and spin) ... 1750.7 kcal/mol
Frontier orbital gap ... 4.36 eV
F_max ... 15.16 eV Å⁻¹

Löwdin population analysis, charges in e, atoms 1 to 2:
1. O -0.314
2. S 0.739

=====

5.
DFT (ωB97M-V/def2-TZVPD) results for a molecular structure, C20H17Cl3N6O3S2V at a distorted geometry.

Cartesian coordinates (Å):
1 V -0.867 -1.533 -0.629
2 N -2.833 -0.962 -0.153
3 N -3.649 -1.801 -0.950
4 C -3.044 -3.006 -1.379
5 O -3.725 -3.936 -1.713
6 O -1.736 -2.922 -1.383
7 H -2.985 -1.129 0.840
8 H -3.052 0.007 -0.354
9 H -4.620 -1.893 -0.691
10 Cl 3.830 -5.622 2.552
11 C 2.528 -4.585 2.116
12 C 2.497 -4.030 0.846
13 C 1.438 -3.210 0.524
14 Cl 1.285 -2.463 -1.039
15 C 0.395 -2.912 1.406
16 O -0.607 -2.123 1.036
17 C 0.476 -3.483 2.682
18 Cl -0.772 -3.119 3.810
19 C 1.523 -4.314 3.035
20 H 3.278 -4.245 0.129
21 H 1.554 -4.755 4.021
22 N 1.829 5.379 6.865
23 C 1.643 4.765 5.912
24 C 1.411 4.007 4.719
25 C 1.867 4.483 3.493
26 C 1.632 3.764 2.336
27 C 0.940 2.560 2.391
28 C 0.498 2.075 3.618
29 C 0.728 2.795 4.773
30 N 0.685 1.828 1.194
31 C 1.162 2.114 -0.070
32 C 0.666 1.159 -0.896
33 N -0.120 0.294 -0.167
34 C -0.082 0.727 1.083
35 H 2.405 5.419 3.447
36 H 1.991 4.161 1.398
37 H -0.017 1.128 3.694
38 H 0.381 2.417 5.724
39 H 1.818 2.936 -0.286
40 H 0.806 1.041 -1.957
41 H -0.583 0.246 1.904
42 S -1.091 -1.004 -3.209
43 C -0.986 0.110 -4.444
44 N -0.852 -0.267 -5.709
45 C -1.043 0.723 -6.757
46 C -0.854 2.093 -6.101
47 S -1.110 1.838 -4.308
48 H -0.852 -1.255 -5.922
49 H -2.041 0.626 -7.190
50 H -0.312 0.565 -7.549
51 H -1.580 2.820 -6.450
52 H 0.148 2.487 -6.245

Forces on atoms 1 to 6 (eV/Å):
-0.13 0.96 -0.84
-0.50 0.01 0.06
0.03 -0.15 -0.13
-0.93 0.01 0.10
0.26 0.11 -0.05
-0.40 -1.39 -0.74

Expectation value of S² ... 2.0106
Highest occupied orbital energy (spin up / spin down) ... -11.211 / -11.226 eV
Total charge ... +1
Relative energy (zero: lowest compared OMol25 entry of this formula, charge and spin) ... 22.0 kcal/mol
Frontier orbital gap (spin up / spin down) ... 8.13 / 8.26 eV
Spin multiplicity ... 3
F_max ... 1.63 eV Å⁻¹

Löwdin population analysis, charges in e, atoms 1 to 2:
1. V 0.609
2. N -0.010